This record from OMol25 describes a molecular structure, C31H47CeClO2P2. The level of theory is ωB97M-V/def2-TZVPD.

Results
E_HOMO (alpha / beta) (eV): -13.4 / -13.4
Total charge: +2
Orbital gap (alpha / beta) (eV): 5.40 / 5.55
Energy relative to the best compared isomer or geometry (same formula, charge and spin) (eV): 0.1316
LUMO level (alpha / beta) (eV): -7.95 / -7.81

The geometry in XYZ format:
```
84
Properties=species:S:1:pos:R:3:lowdin_charge:R:1
Ce -0.381 0.306 0.292 1.21
C -0.802 -2.164 1.115 -0.27
C 0.557 -2.247 0.666 -0.24
C 0.483 -0.739 2.437 -0.29
C -0.847 -1.256 2.237 -0.29
C 1.338 -1.338 1.445 -0.28
C -1.971 -2.874 0.512 0.01
H -1.705 -3.280 -0.470 0.08
H -2.793 -2.168 0.360 0.09
H -2.364 -3.700 1.121 0.12
C -2.083 -0.833 2.968 0.02
H -2.986 -1.143 2.436 0.10
H -2.148 0.252 3.053 0.08
H -2.101 -1.257 3.984 0.12
C 0.931 0.257 3.455 0.02
H 0.997 -0.196 4.452 0.12
H 0.265 1.119 3.534 0.09
H 1.914 0.658 3.199 0.09
C 2.808 -1.112 1.296 0.00
H 3.387 -1.669 2.045 0.12
H 3.049 -0.050 1.411 0.08
H 3.145 -1.435 0.307 0.08
C 1.076 -3.044 -0.486 0.00
H 1.536 -3.990 -0.170 0.12
H 1.851 -2.476 -1.014 0.08
H 0.287 -3.285 -1.207 0.08
C -2.145 0.967 -6.976 -0.11
C -2.035 -0.369 -7.048 -0.13
C -1.096 -1.166 -7.910 -0.18
C 0.229 -0.466 -8.298 -0.19
C 1.020 0.079 -7.141 -0.10
C 0.901 1.277 -6.569 -0.15
C -0.020 2.402 -6.951 -0.18
C -1.308 1.986 -7.698 -0.19
H -1.590 -1.470 -8.852 0.13
H 0.020 0.307 -9.046 0.10
H -0.872 -2.107 -7.381 0.11
H -1.044 1.659 -8.710 0.10
H -2.988 1.401 -6.422 0.10
H -2.791 -0.986 -6.549 0.10
H -1.917 2.896 -7.821 0.12
H -0.288 2.949 -6.031 0.10
H 1.625 1.558 -5.789 0.09
H 0.510 3.133 -7.589 0.13
H 0.853 -1.220 -8.803 0.12
H 1.836 -0.586 -6.820 0.11
P -1.142 0.050 -2.540 0.83
P 1.739 1.390 -1.381 0.80
C -0.263 1.353 -3.510 -0.37
C 0.717 2.217 -2.699 -0.36
H -1.039 1.996 -3.953 0.10
H 0.252 0.847 -4.334 0.06
H 1.450 2.717 -3.348 0.10
H 0.170 3.005 -2.168 0.09
C 2.575 2.747 -0.494 -0.22
H 3.228 2.322 0.281 0.06
H 1.851 3.389 0.027 0.04
H 3.172 3.324 -1.210 0.07
C 3.121 0.682 -2.271 -0.24
H 3.515 1.418 -2.974 0.07
H 2.794 -0.226 -2.788 0.05
H 3.879 0.394 -1.537 0.06
C -2.901 0.668 -2.422 -0.22
H -3.472 -0.033 -1.779 0.06
H -3.354 0.720 -3.425 0.07
H -2.909 1.648 -1.903 0.06
C -1.334 -1.434 -3.552 -0.23
H -0.380 -1.980 -3.537 0.05
H -1.647 -1.232 -4.577 0.03
H -2.060 -2.083 -3.041 0.06
Cl -1.063 6.479 6.222 0.74
C -1.178 5.503 4.810 -0.65
C -2.438 5.076 4.354 -0.06
C -2.506 4.254 3.222 0.00
C -1.345 3.840 2.567 -0.13
C -0.101 4.302 3.027 -0.02
C -0.013 5.092 4.166 -0.08
C -1.355 2.758 1.506 -0.52
O -2.326 1.995 1.219 -0.02
O -0.193 2.552 0.953 -0.21
H -3.319 5.383 4.911 0.12
H -3.488 3.930 2.887 0.13
H 0.799 3.983 2.505 0.11
H 0.965 5.386 4.574 0.12
```